Density functional theory data (ωB97M-V/def2-TZVPD) for a cluster of 10 separate species, C32H90N14O12 in total.

- SMILES string = COC[C@H](C)N.COC[C@H](C)N.COC[C@H](C)N.COC[C@H](C)N.COCCNCCOC.COCCNCCOC.NC(N)=O.NC(N)=O.NC(N)=O.NC(N)=O
- energy relative to the best compared isomer or geometry (same formula, charge and spin) (kcal per mole) = 47.2
- molecular weight (g/mol) = 863.158
- charge = 0
- E_tot (Ha) = -2942.577299
- largest force on an atom (Eh/bohr) = 0.1298
- orbital gap (eV) = 8.391

Structure (XYZ):
```
148
Properties=species:S:1:pos:R:3:forces:R:3:mulliken_charge:R:1
C 1.970910 -3.502386 -0.556887 0.198 -0.548 1.096 -0.304
O 1.941990 -4.477916 -1.540037 0.209 0.091 -1.834 -0.488
C 0.749050 -4.470016 -2.285717 0.783 -1.202 0.378 0.024
C -0.249170 -5.419296 -1.591907 -0.655 0.663 -0.982 0.456
C 0.166810 -6.894106 -1.615507 0.625 0.782 -0.432 -1.582
N -1.552650 -5.176066 -2.288837 0.537 -0.270 0.773 -0.551
H 1.781840 -2.470636 -0.853267 0.059 -0.041 -0.416 -0.042
H 2.978550 -3.634346 -0.162747 -0.201 0.552 0.582 0.216
H 1.198160 -3.809156 0.147973 0.139 0.576 0.786 0.339
H 0.390510 -3.462066 -2.494477 -0.312 0.195 0.472 -0.477
H 1.054460 -4.844696 -3.262667 -0.342 -0.408 -0.254 0.371
H -0.405170 -5.130966 -0.552367 0.166 0.296 0.013 0.252
H -0.405490 -7.451186 -0.873727 0.060 -0.238 -0.283 0.405
H 1.238000 -6.988236 -1.437217 -0.008 0.063 0.558 0.365
H 0.084710 -7.274776 -2.633567 -0.543 -0.261 -0.005 0.359
H -2.187220 -5.850426 -1.885517 -0.444 -0.188 -0.260 0.309
H -1.406380 -5.423986 -3.256947 -0.227 -0.181 -0.288 0.212
C 4.610010 -1.677926 -2.255677 0.462 0.504 -0.615 -1.076
O 3.866520 -0.777616 -1.491107 -1.427 1.202 1.128 -0.378
C 2.870900 0.026704 -2.207377 1.379 -0.853 -1.462 0.420
C 3.569600 1.058174 -3.141487 0.106 -0.487 -0.734 0.282
C 4.580640 1.914954 -2.422257 0.106 -0.313 0.427 -1.713
N 2.634720 1.931644 -3.914617 0.375 -0.893 1.512 -0.611
H 5.162930 -2.337726 -1.587067 -0.088 0.088 0.039 0.349
H 5.301030 -1.070746 -2.840417 0.454 -0.385 -0.248 0.349
H 4.025330 -2.275896 -2.954737 -0.365 -0.073 0.050 0.321
H 2.382440 -0.727466 -2.824407 -0.414 0.210 -0.386 -0.016
H 2.088940 0.472744 -1.592817 0.484 -0.061 0.765 0.230
H 4.111760 0.459554 -3.873487 0.014 -0.080 -0.243 -0.004
H 5.060160 2.632654 -3.087897 -0.402 0.212 0.041 0.431
H 5.395640 1.325254 -2.002607 -0.103 -0.197 0.098 0.316
H 4.054110 2.368904 -1.582737 0.250 0.553 0.067 0.375
H 2.291260 2.524974 -3.172927 -0.245 0.922 -0.001 0.423
H 1.818780 1.358034 -4.073747 -0.249 -0.199 -0.758 0.143
C -1.043630 3.915034 0.261803 -0.210 -0.632 -1.022 -0.683
O -1.355240 3.449604 -1.070317 0.787 1.510 0.707 -0.516
C -2.398470 2.530454 -1.238467 0.177 -0.758 -1.067 0.511
C -2.948910 2.625994 -2.674237 0.275 1.775 -0.933 0.394
C -3.518910 4.001554 -3.017747 0.929 1.151 1.102 -1.433
N -3.976020 1.721074 -3.011107 -0.721 -1.145 -0.123 -0.555
H -0.490150 3.140594 0.792823 -0.429 -0.320 0.442 0.033
H -1.956320 4.262034 0.746253 -0.053 -0.295 0.345 0.414
H -0.350980 4.756564 0.249243 -0.115 0.127 -0.683 0.408
H -1.963290 1.532314 -1.189017 -0.140 -0.270 0.381 -0.745
H -3.223870 2.607184 -0.530707 -0.039 0.267 0.328 0.739
H -2.147740 2.501494 -3.402747 0.494 -0.237 0.279 0.074
H -3.462480 4.248714 -4.077847 -0.364 -0.346 0.015 0.356
H -2.891730 4.739194 -2.517097 0.256 0.284 -0.069 0.294
H -4.499420 4.195804 -2.583047 -0.286 -0.432 -0.300 0.351
H -3.694000 0.755414 -3.100937 -0.018 -0.041 0.420 0.280
H -4.700890 1.836324 -2.317287 -0.599 -0.372 -0.072 0.125
C 2.160630 1.855594 9.443463 -0.395 -0.115 0.206 -0.717
O 0.825020 1.582304 8.998523 0.083 1.523 0.795 -0.364
C 0.666810 0.393794 8.289673 1.293 0.061 -1.322 -0.907
C -0.683460 0.266834 7.509743 0.688 -0.082 1.618 0.444
C -0.563780 -0.777946 6.376923 -1.418 0.336 0.892 -1.105
N -1.287490 1.507034 6.997053 0.827 -0.299 -0.277 -0.285
H 2.195960 2.596334 10.242303 -0.787 0.080 0.028 0.267
H 2.797800 2.297784 8.677573 -0.035 -0.417 -0.486 0.258
H 2.619740 0.974394 9.891573 0.117 -0.304 -0.301 0.318
H 1.469370 0.329404 7.554923 0.309 0.100 -0.505 0.311
H 0.920720 -0.420546 8.968273 -0.732 -0.607 0.083 0.496
H -1.329190 -0.100176 8.307503 -0.600 -0.302 -0.365 0.405
H -0.305350 -1.766926 6.755393 0.488 0.143 -0.057 0.576
H 0.005750 -0.485926 5.494613 0.323 0.074 0.276 0.181
H -1.608370 -0.883706 6.084103 -0.055 -0.191 -0.462 0.023
H -0.610860 1.846294 6.328333 0.245 0.070 -0.462 -0.227
H -1.210380 2.282054 7.640093 -0.270 -0.221 0.900 0.475
C -0.261810 0.115544 -3.437427 0.348 -0.964 0.459 -0.332
O 0.383490 0.041444 -4.720687 -0.728 -0.065 0.853 -0.556
C 0.154560 -1.249926 -5.297047 -0.304 0.754 0.500 0.048
C 0.957940 -1.383106 -6.535317 2.032 0.449 0.203 -1.008
N 2.404410 -1.129566 -6.237347 -0.314 0.551 -0.292 -0.307
C 3.114900 -0.811896 -7.500827 -1.163 -1.353 0.845 -0.661
C 4.494850 -0.331436 -7.248157 2.679 0.536 -1.331 -0.652
O 4.714650 1.074424 -7.362517 -1.421 -0.311 0.753 -0.357
C 6.056070 1.477854 -7.287857 -0.904 0.709 0.130 -0.772
H -1.281990 -0.265446 -3.390857 -0.489 0.507 -0.782 0.569
H -0.186610 1.082254 -2.939507 0.006 0.214 -0.630 0.399
H 0.194910 -0.596526 -2.750057 0.586 -0.098 0.120 -0.331
H -0.908750 -1.286126 -5.534047 -0.189 -0.469 0.061 0.472
H 0.444150 -2.026606 -4.589237 -0.112 -0.149 0.251 -0.171
H 0.634640 -0.638166 -7.262397 -0.388 -0.228 -0.378 0.432
H 0.928030 -2.412516 -6.892397 -0.447 0.113 -0.363 0.369
H 2.464970 -0.236666 -5.769197 -0.383 0.146 0.722 0.164
H 2.457940 -0.152016 -8.067447 0.555 0.379 -0.494 0.385
H 3.158560 -1.782766 -7.994397 0.205 0.134 -0.558 0.349
H 5.205830 -0.698436 -7.988367 -0.306 -0.709 -0.796 0.564
H 4.982000 -0.783606 -6.384257 -0.607 0.303 0.959 0.335
H 5.954430 2.563074 -7.279617 0.472 0.059 -0.079 0.255
H 6.613130 1.172684 -8.173667 0.283 -0.256 0.055 0.334
H 6.517110 1.187494 -6.343807 0.271 -0.304 -0.030 0.284
C 2.162900 2.606934 5.330833 0.865 -1.752 -0.074 -0.639
O 0.777530 2.710234 5.329763 -0.325 0.499 -0.639 -0.327
C 0.300200 3.031844 4.031433 -0.372 0.535 -0.005 -0.562
C -1.186160 3.104984 4.124503 -0.956 -0.011 -0.306 -0.709
N -1.753200 1.771994 4.039753 -1.189 -1.060 -1.180 0.444
C -3.258200 1.735034 4.053803 2.265 1.402 0.711 -1.044
C -3.796090 0.346384 4.082113 -0.140 0.250 0.029 -0.432
O -3.986010 -0.099146 2.744103 -0.451 -0.622 0.160 -0.392
C -4.380360 -1.460496 2.534553 -0.599 -0.487 0.966 -0.823
H 2.690190 3.534804 5.109193 -0.072 0.073 -0.026 0.308
H 2.392440 1.796374 4.639173 0.575 0.282 -0.714 0.202
H 2.520820 2.136894 6.246833 -0.268 0.643 0.520 0.081
H 0.506760 2.345734 3.210043 0.493 -0.910 0.449 0.072
H 0.727940 3.948324 3.625003 0.119 0.582 0.590 0.564
H -1.535280 3.711754 3.289003 -0.239 -0.124 -0.165 0.410
H -1.554850 3.585434 5.030783 0.287 0.422 0.296 0.407
H -1.548700 1.251894 4.881043 0.441 0.122 0.144 -0.650
H -3.619930 2.368714 3.244053 -0.321 -0.201 -0.005 0.549
H -3.443160 2.190054 5.026863 -0.989 0.249 0.060 0.584
H -4.697960 0.426034 4.689053 -0.602 -0.546 -0.393 0.429
H -3.106570 -0.277046 4.651323 0.094 -0.386 -0.232 -0.032
H -4.146420 -1.822026 1.533223 0.476 0.422 0.092 0.146
H -5.450370 -1.628506 2.656843 -0.398 0.617 -0.108 0.284
H -3.990340 -2.117086 3.312293 0.727 0.013 -0.148 0.376
N -6.107870 2.135744 1.430193 -2.357 3.877 4.898 -0.411
C -5.989460 1.707534 0.208083 0.178 3.060 -1.494 0.547
N -5.360660 0.620704 0.271113 2.132 -5.687 -1.154 -0.103
O -6.146600 2.408854 -0.760767 -1.132 1.014 -1.951 -0.703
H -6.460600 3.079054 1.506673 -0.225 -0.219 0.283 0.214
H -6.281840 1.516864 2.209183 -0.033 0.184 -0.222 0.172
H -4.977570 0.551874 1.203103 0.925 -1.206 -0.766 0.203
H -4.935230 0.334574 -0.599087 0.419 -0.869 0.409 0.315
N -2.055670 -0.052106 0.814153 -1.909 0.213 -2.097 1.490
C -0.805830 -0.382476 1.032733 -0.235 0.317 -1.730 0.654
N -0.544660 -0.199296 2.267833 2.169 0.286 5.346 0.287
O -0.004310 -0.733156 0.165383 0.496 -0.678 -1.383 -0.704
H -2.391330 -0.113036 -0.136487 -0.584 0.077 0.294 -0.831
H -2.670310 0.080104 1.604613 -0.155 0.037 -0.441 -0.172
H 0.343170 -0.332476 2.730573 0.589 -0.368 -0.525 0.219
H -1.110660 0.455984 2.787773 -0.294 0.203 0.223 -0.266
N 2.574750 -0.696116 1.019033 -1.739 -0.491 -3.484 0.930
C 3.059580 -0.707936 2.203883 0.682 1.935 1.059 0.712
N 4.390330 -0.645356 2.249433 2.776 -0.560 0.168 -0.454
O 2.355590 -0.549916 3.175603 -1.302 -0.261 2.671 -0.778
H 3.107770 -0.644106 0.162723 0.192 -0.244 0.197 -0.169
H 1.570780 -0.619876 0.939433 -0.194 -0.292 -0.477 -0.191
H 4.871090 -0.203776 3.020133 -0.292 -0.345 -0.161 0.239
H 4.864800 -0.732276 1.362063 0.203 0.227 0.372 0.124
N -3.867140 -3.040136 -2.049867 -2.499 -3.731 -1.491 -0.319
C -3.240580 -2.002846 -1.639097 1.300 1.433 0.501 0.291
N -1.967420 -2.228696 -1.443807 3.776 -0.632 0.310 0.442
O -3.729020 -0.926646 -1.436087 -1.656 3.080 0.436 -0.694
H -3.243820 -3.820006 -2.202757 -0.741 -0.542 -0.354 0.131
H -4.839350 -3.006076 -2.321457 0.399 -0.085 0.073 0.271
H -1.293540 -1.522386 -1.184777 -0.162 0.210 0.315 -0.925
H -1.551460 -3.103586 -1.729547 -0.236 -0.048 0.074 0.521
```
Positions in Å, forces in eV/Å.